One molecule with the formula CH4N4 at a distorted geometry, computed with the ωB97M-V functional and the def2-TZVPD basis.

Energy above the lowest of the compared OMol25 structures with the same formula, charge and spin (kJ/mol): 553.2
Structure (SMILES): Nn1cn[nH]1
Total energy (eV): -7057.25160
HOMO level (Ha): -0.323

Last columns: bonded neighbours and bond lengths (Å).
CARTESIAN COORDINATES (ANGSTROEM)
1 N 0.890 0.214 -0.629  N2 1.391, H6 1.001, H7 0.998
2 N -0.116 -0.309 0.177  N1 1.391, C3 1.360, N5 1.476
3 C -1.325 0.051 0.685  N2 1.360, N4 1.284, H8 1.105
4 N -1.853 -1.107 0.861  C3 1.284, N5 1.649
5 N -0.575 -1.701 0.006  N2 1.476, N4 1.649, H9 1.103
6 H 0.780 0.288 -1.621  N1 1.001
7 H 1.085 1.180 -0.471  N1 0.998
8 H -1.631 1.043 1.064  C3 1.105
9 H -0.170 -2.491 0.661  N5 1.103